(1)
# C17H31NO8S2

A 3-piece molecular cluster, C17H31NO8S2 overall in a non-equilibrium geometry (ωB97M-V/def2-TZVPD, the Open Molecules 2025 dataset).

```
59
Properties=species:S:1:pos:R:3
H 3.436 -4.341 1.026
H -5.011 7.610 4.131
O 3.487 -0.135 -0.914
H -2.237 -0.476 3.112
C -4.580 3.993 1.460
H 2.128 1.774 0.629
H -1.501 2.100 2.872
H 3.769 -2.870 -1.130
H 2.356 -3.436 -6.643
H 1.037 1.406 2.039
H 2.963 -7.814 -5.465
H 4.594 -3.550 -5.504
H 3.797 -3.382 -3.946
C -3.004 7.959 3.476
O -4.481 6.117 2.854
C -4.120 7.022 3.900
H -3.852 6.473 4.807
H -0.034 -1.250 -0.253
H -5.436 3.645 2.037
O -2.384 5.372 1.740
S 2.272 -5.949 -4.195
O -3.282 4.121 3.728
C 3.707 -3.147 -5.009
C 3.212 -3.231 1.006
O 2.487 -5.178 -5.598
C 2.088 -7.580 -4.861
C 2.119 -0.367 1.123
C 2.446 -3.749 -5.600
H 1.555 -3.390 -5.078
H 1.321 -0.889 3.167
H -2.074 7.414 3.302
H 2.021 -8.274 -4.022
H -2.377 1.834 1.434
C -1.599 0.110 2.355
N -2.178 1.508 2.383
C -1.798 -0.618 0.953
H -2.816 8.710 4.246
H -1.239 -0.237 -1.158
H -3.260 8.465 2.543
H -1.747 -1.744 1.168
H 3.705 -2.061 -5.115
H -4.029 3.145 1.056
O 3.500 -5.904 -3.446
H 0.558 1.295 -1.026
C 3.385 -2.439 -0.152
C 1.361 1.014 1.020
C 1.949 -1.172 2.272
H -0.543 0.086 2.764
C 3.040 -0.894 -0.037
S -3.486 4.886 2.529
C -0.679 -0.318 -0.157
O 1.018 -5.540 -3.623
O 2.761 -3.128 3.462
H 1.178 -7.622 -5.457
C 0.126 1.045 0.009
H -4.894 4.649 0.650
C 2.678 -2.581 2.351
H -2.832 -0.400 0.541
H -0.581 1.911 0.246
```

Structure (SMILES) = NCCCCCC1=CC(=O)C=CC1=O.CCOS(C)(=O)=O.CCOS(C)(=O)=O
Orbital gap = 7.90 eV
E_tot = -57668.093 eV
Net charge = 0

***

(2)
# C4H8N3

An isolated ion of composition C4H8N3 and charge +1 in a non-equilibrium geometry (ωB97M-V/def2-TZVPD, the Open Molecules 2025 dataset).

```
15
Properties=species:S:1:pos:R:3
C 1.536 0.974 -0.321
H 0.750 -2.025 0.806
H -1.436 -1.433 -1.185
H -0.796 -0.044 -1.926
H -1.944 -0.168 1.342
N 0.308 1.196 -0.295
C 1.952 -0.336 0.140
C 1.015 -1.101 0.477
H 2.916 -0.579 0.425
N -1.257 0.520 1.191
H -2.342 0.306 -1.157
H -1.040 0.992 2.017
C -1.356 -0.241 -1.036
N -0.558 0.198 0.078
H 2.253 1.742 -0.558
```

ΔE to the lowest compared entry with this formula, charge and spin = 697.2 kJ/mol
Orbital gap (spin up / spin down) = 9.27 / 9.27 eV
E_tot = -8735.556 eV
Net charge = +1